Entry 1:
A cluster of 2 separate species, CHClFNO2 in total. Source: the OMol25 dataset; level of theory: wB97M-V/def2-TZVPD.

```
7
Properties=species:S:1:pos:R:3:mulliken_charge:R:1
Cl 2.229 2.056 0.015 -0.0368
F -0.150 2.582 -0.405 -0.1467
O -1.032 1.562 1.717 -0.5371
O 0.967 1.032 2.383 -0.4900
N 0.170 1.359 1.579 0.9448
C 0.609 1.661 0.212 0.1933
H 0.664 -0.859 0.365 0.0726
```

Energy above the lowest of the compared OMol25 structures with the same formula, charge and spin: 4.520 eV
Spin multiplicity: 1
Energy: -803.71863 a.u.

Entry 2:
A cluster of 2 separate species, CHClFNO2 in total. Source: the OMol25 dataset; level of theory: wB97M-V/def2-TZVPD.

```
7
Properties=species:S:1:pos:R:3:mulliken_charge:R:1
Cl -1.728 -0.728 -1.544 -0.1687
F 0.660 0.303 -1.748 -0.2540
O 1.091 0.045 1.797 0.0783
O -0.006 -0.484 0.304 -0.4326
N 1.163 -0.618 2.698 0.2944
C -0.346 0.182 -0.775 0.2869
H -0.836 1.300 -0.731 0.1957
```

Energy above the lowest of the compared OMol25 structures with the same formula, charge and spin: 1.593 eV
Spin multiplicity: 1
Energy: -803.82620 a.u.

Entry 3:
A structure of composition CHClFNS. Source: the OMol25 dataset; level of theory: wB97M-V/def2-TZVPD.

```
6
Properties=species:S:1:pos:R:3:mulliken_charge:R:1
Cl 0.923 -1.515 0.098 0.0722
S -1.578 -0.817 -0.462 -0.1586
F -2.073 1.678 0.155 -0.1007
N 1.749 -0.199 0.560 -0.3259
C -1.267 0.682 -0.093 0.2622
H 2.245 0.171 -0.257 0.2508
```

Energy above the lowest of the compared OMol25 structures with the same formula, charge and spin: 4.140 eV
Spin multiplicity: 1
Energy: -1051.49846 a.u.

Entry 4:
The ion CHClFO2S with charge -1. Source: the OMol25 dataset; level of theory: wB97M-V/def2-TZVPD.

```
7
Properties=species:S:1:pos:R:3:mulliken_charge:R:1
Cl 1.302 0.211 -1.910 -0.5973
S -0.189 -0.858 -0.567 0.4054
F 1.378 0.554 1.272 -0.2672
O -1.489 -0.523 -1.173 -0.5895
O -0.454 -0.852 1.143 -0.4455
C 0.092 0.289 0.671 0.2631
H -0.641 1.179 0.563 0.2310
```

Total charge: -1
Energy above the lowest of the compared OMol25 structures with the same formula, charge and spin: 0.986 eV
Spin multiplicity: 1
Energy: -1147.44040 a.u.